Formula: C15H31O16Tl
Source: OMol25
Level of theory: ωB97M-V/def2-TZVPD

Results
- Calculated total energy: -53483.96019 eV
- Energy relative to the best compared isomer or geometry (same formula, charge and spin): 116.9 kcal per mole
- Orbital gap: 1.4 eV
- 2S+1: 1
- Net charge: +2

The geometry in XYZ format:
```
63
Properties=species:S:1:pos:R:3:forces:R:3
Tl 0.10463 3.89902 -3.82545 0.0 0.0 0.0
O -0.28621 0.71146 0.32018 0.1 0.0 -0.1
H -0.35377 0.84120 1.28617 0.0 0.0 0.1
C 1.65481 -2.86952 -9.15276 0.0 0.0 0.5
O 1.85291 -3.55764 -7.89999 0.0 1.4 1.1
C 1.72850 -2.82160 -6.77094 -3.2 1.5 0.3
O 1.36251 -1.62384 -6.58282 1.8 -3.2 -1.3
O 1.70543 -3.71289 -5.79003 1.0 -1.1 -0.8
C 1.27108 -3.40639 -4.51336 0.4 0.3 1.9
H 2.54954 -2.25589 -9.25774 -0.3 0.1 -0.8
H 0.72569 -2.30031 -9.12425 0.2 0.3 0.1
H 1.50422 -3.64847 -9.90020 0.6 0.1 0.1
H 0.19716 -3.23015 -4.45226 0.2 0.5 -0.2
H 1.92759 -2.66492 -4.05802 -0.6 0.8 -0.2
H 1.48025 -4.22441 -3.82401 -0.1 -0.7 -0.7
C -1.76720 6.03346 3.11649 0.6 -1.1 -0.2
O -2.31930 7.34093 2.97483 -0.7 -0.7 1.0
C -2.19794 7.91918 1.82019 3.3 1.7 -3.1
O -1.55651 7.50079 0.80999 -2.3 0.4 2.5
O -2.56768 9.21218 1.92092 -1.7 -2.6 1.5
C -2.40631 10.09555 0.85557 1.2 0.7 -0.3
H -0.70193 6.06271 3.34553 0.2 0.5 -0.6
H -1.97021 5.44280 2.22319 0.2 0.1 0.0
H -2.12404 5.44821 3.96399 -1.0 0.8 0.1
H -2.74932 11.05563 1.24116 0.1 -0.1 -0.2
H -2.92544 9.86147 -0.07384 0.0 -0.4 0.2
H -1.32075 10.08734 0.75765 0.0 0.7 -0.9
C 5.36247 7.43393 1.16404 -1.0 1.2 -0.3
O 5.49088 6.41009 2.11391 1.5 -1.1 1.0
C 4.91335 5.23942 1.87395 -0.4 1.9 -0.1
O 4.27719 5.07676 0.86862 -0.5 -1.4 -0.8
O 5.02397 4.46964 2.92822 1.2 1.1 0.7
C 4.68104 3.13358 2.89936 -0.5 -1.8 -0.5
H 5.97662 8.28023 1.47177 0.0 -0.3 0.3
H 4.31201 7.71305 1.24610 0.0 0.5 -0.6
H 5.61681 7.22083 0.12577 0.0 -0.6 0.2
H 3.59863 3.04205 2.80917 0.0 -0.2 0.1
H 5.05899 2.62709 3.78744 -0.3 0.5 0.3
H 5.16176 2.58191 2.09148 -0.1 0.3 -0.4
C -9.38760 -7.30748 -0.24091 -1.7 0.4 -0.2
O -8.66535 -6.28470 0.44708 0.8 0.2 0.7
C -7.47761 -5.96093 -0.00622 1.4 -1.2 -0.5
O -6.88748 -6.58778 -0.89970 -0.7 1.8 1.6
O -6.98959 -4.92435 0.72909 -2.4 -1.7 -0.6
C -5.66913 -4.52164 0.64998 0.5 0.8 -0.4
H -10.32637 -7.36471 0.31003 0.0 0.3 -0.1
H -9.04286 -8.34149 -0.23246 1.0 0.5 -0.2
H -9.58655 -6.85681 -1.21324 0.0 -0.8 -0.3
H -5.57634 -3.92771 -0.25927 0.5 -0.1 -0.2
H -4.97690 -5.36243 0.69468 0.1 0.2 0.0
H -5.60584 -3.81146 1.47445 0.5 -0.2 0.1
C 1.73387 -3.38751 4.35909 -0.8 0.5 -1.0
O 2.95690 -3.98647 3.94611 0.4 0.6 1.2
C 3.04435 -4.97815 3.10037 0.4 0.2 -1.8
O 2.10571 -5.57238 2.60239 0.7 0.0 0.5
O 4.34900 -5.06242 2.74856 -0.5 -1.2 -0.8
C 4.75010 -5.99094 1.65410 0.1 0.1 0.4
H 1.15581 -3.98866 5.06094 0.3 0.1 0.0
H 1.12659 -3.14703 3.48647 -0.2 -0.7 -0.2
H 1.94750 -2.37126 4.69029 0.5 -0.4 0.7
H 5.80871 -5.84637 1.43840 -0.1 0.6 0.4
H 4.21579 -5.80185 0.72305 -0.3 0.0 0.4
H 4.70588 -7.03999 1.94674 -0.6 0.2 0.2
```
Positions in Å, forces in eV/Å.